A:
Here is an isolated molecule of C2H4N4O from the Open Molecules 2025 dataset. Energies are from wB97M-V/def2-TZVPD.

The SMILES is Cn1nn[nH]c1=O. The calculation puts the HOMO-LUMO gap at 10.107 eV. The HOMO energy is -9.314 eV.

Each atom is followed by the atoms it is bonded to, with distances in Å.
Geometry (Å):
1 N -1.81 0.12 0.20  C2 1.382, H7 0.965, N11 1.246
2 C -0.65 0.83 -0.08  N1 1.382, N4 1.336, O9 1.243
3 H 2.14 -0.39 -0.90  C6 1.144
4 N 0.16 -0.23 -0.18  C2 1.336, C6 1.539, N8 1.335
5 H 1.92 -1.10 0.82  C6 1.206
6 C 1.67 -0.15 0.12  H3 1.144, N4 1.539, H5 1.206, H10 1.050
7 H -2.68 0.52 0.07  N1 0.965
8 N -0.44 -1.42 -0.19  N4 1.335, N11 1.323
9 O -0.55 2.06 -0.14  C2 1.243
10 H 1.95 0.84 0.33  C6 1.050
11 N -1.72 -1.09 -0.07  N1 1.246, N8 1.323



B:
Here is a cluster of 2 separate species, C2H4N4O in total from the Open Molecules 2025 dataset. Energies are from wB97M-V/def2-TZVPD.

The calculation puts the HOMO-LUMO gap at 8.683 eV. The HOMO energy is -8.931 eV.

Each atom is followed by the atoms it is bonded to, with distances in Å.
Geometry (Å):
1 C 1.22 0.91 -0.06  H6 1.258, N8 1.218, C11 1.490
2 O -1.60 -1.24 -0.16  N4 1.455
3 N -1.29 1.56 0.07  H10 1.047, C11 1.305
4 N -0.31 -0.57 -0.26  O2 1.455, N5 1.374, C11 1.369
5 N 0.84 -1.09 0.28  N4 1.374, H7 1.097, N8 1.368
6 H 1.49 2.11 -0.33  C1 1.258
7 H 1.19 -1.97 -0.27  N5 1.097
8 N 1.80 -0.15 0.00  C1 1.218, N5 1.368
9 H -1.87 -1.04 1.17  no bonds
10 H -1.11 2.59 0.12  N3 1.047
11 C -0.26 0.76 0.05  C1 1.490, N3 1.305, N4 1.369



Which of them is the most stable? Correct choice: A.